Below is one molecule with the formula C5H8N2, with properties calculated with ωB97M-V/def2-TZVPD.

Energy relative to the best compared isomer or geometry (same formula, charge and spin): 3.079 eV
Maximum force: 0.29 eV/Å
Total charge: 0
E_tot: -8291.918 eV
Orbital gap (alpha / beta): 0.2257 / 0.2269 hartree

Geometry as XYZ:
```
15
C5H8N2 | the OMol25 dataset | ωB97M-V/def2-TZVPD
C 0.551 0.271 2.479
C 0.288 0.322 1.137
C 1.387 0.084 0.215
N 0.949 -0.254 -0.951
C -0.557 -0.342 -0.940
N -1.104 0.041 -2.214
C -0.857 0.420 0.304
H 1.565 0.202 2.858
H -0.261 0.242 3.197
H -0.714 -1.438 -0.846
H 2.451 0.128 0.440
H 1.502 -0.473 -1.770
H -1.854 -0.591 -2.469
H -1.484 0.980 -2.148
H -1.864 0.407 0.706
```

Below is a 3-piece molecular cluster, C4H9NO2 overall, with properties calculated with ωB97M-V/def2-TZVPD.

Energy relative to the best compared isomer or geometry (same formula, charge and spin): 2.608 eV
Maximum force: 4.70 eV/Å
Total charge: 0
E_tot: -9877.453 eV
Orbital gap: 0.3138 hartree

Geometry as XYZ:
```
16
C4H9NO2 | the OMol25 dataset | ωB97M-V/def2-TZVPD
C -0.132 -1.976 1.598
C -0.659 -0.957 2.582
C -0.638 0.219 1.962
N -0.121 -0.008 0.592
C 0.120 -1.312 0.393
H -0.165 -3.106 1.900
H -0.810 -1.083 3.645
H -1.061 1.146 2.367
H 0.058 0.641 -0.184
H 0.506 -1.801 -0.449
O 0.372 3.197 -2.075
H 1.214 2.913 -1.898
H -0.247 3.191 -1.418
O 0.688 -0.393 -2.971
H 0.333 -0.651 -3.885
H 0.386 0.538 -3.064
```

Below is C54H49CaN5S2Sb2 as an isolated structure, with properties calculated with ωB97M-V/def2-TZVPD.

Energy relative to the best compared isomer or geometry (same formula, charge and spin): 0.154 eV
Maximum force: 0.61 eV/Å
Total charge: 0
E_tot: -117428.287 eV
Orbital gap (alpha / beta): 0.1733 / 0.2473 hartree

Geometry as XYZ:
```
113
C54H49CaN5S2Sb2 | the OMol25 dataset | ωB97M-V/def2-TZVPD
Ca 0.013 -0.362 0.226
N -3.182 2.176 2.528
C -2.382 1.433 1.687
S -0.658 1.581 2.019
N -2.999 0.730 0.789
N -2.207 0.078 -0.114
C -2.821 -0.775 -0.924
C -4.289 -1.015 -0.869
C -4.773 -2.287 -0.575
C -6.140 -2.525 -0.513
C -7.034 -1.493 -0.749
C -6.558 -0.221 -1.044
C -5.194 0.019 -1.097
C -2.036 -1.527 -1.849
C -2.629 -2.253 -2.916
C -1.856 -2.916 -3.826
C -0.448 -2.866 -3.705
C 0.071 -2.150 -2.660
N -0.660 -1.512 -1.731
H -2.773 2.473 3.396
H -4.163 1.946 2.522
H -4.069 -3.095 -0.402
H -6.504 -3.519 -0.282
H -8.100 -1.676 -0.706
H -7.254 0.587 -1.232
H -4.815 1.009 -1.317
H -3.705 -2.249 -3.019
H -2.320 -3.451 -4.645
H 0.205 -3.359 -4.412
H 1.150 -2.083 -2.535
C 3.720 -1.306 -0.780
C 4.971 -1.260 0.094
C 4.843 -0.399 1.355
Sb 2.933 -0.553 2.355
C 3.129 -2.643 2.774
C 2.064 -3.495 2.500
C 2.184 -4.867 2.688
C 3.374 -5.397 3.162
C 4.441 -4.554 3.449
C 4.319 -3.185 3.254
C 3.637 0.204 4.214
C 4.421 1.355 4.241
C 4.875 1.865 5.450
C 4.547 1.233 6.640
C 3.764 0.087 6.620
C 3.310 -0.424 5.412
Sb 3.016 0.447 -1.847
C 3.773 2.029 -0.630
C 5.093 2.470 -0.672
C 5.541 3.418 0.238
C 4.675 3.927 1.198
C 3.352 3.511 1.231
C 2.900 2.573 0.312
C 4.581 0.524 -3.307
C 4.703 1.693 -4.055
C 5.688 1.814 -5.024
C 6.562 0.762 -5.261
C 6.444 -0.409 -4.526
C 5.458 -0.526 -3.555
H 2.873 -1.672 -0.189
H 3.832 -2.056 -1.569
H 5.827 -0.911 -0.492
H 5.201 -2.288 0.394
H 4.967 0.659 1.125
H 5.618 -0.658 2.077
H 1.124 -3.091 2.145
H 1.343 -5.513 2.465
H 3.472 -6.464 3.312
H 5.370 -4.964 3.824
H 5.158 -2.539 3.488
H 4.682 1.860 3.318
H 5.486 2.759 5.460
H 4.901 1.631 7.582
H 3.506 -0.411 7.546
H 2.707 -1.325 5.407
H 5.777 2.068 -1.411
H 6.569 3.756 0.200
H 5.029 4.660 1.911
H 2.664 3.915 1.964
H 1.853 2.280 0.336
H 4.028 2.524 -3.881
H 5.771 2.730 -5.595
H 7.330 0.853 -6.018
H 7.120 -1.234 -4.707
H 5.389 -1.448 -2.990
S -3.077 -2.619 3.213
C -1.775 -1.632 2.676
N -1.052 -2.113 1.712
C -1.516 -3.358 1.320
C -0.993 -4.139 0.287
C -1.599 -5.343 -0.004
C -2.713 -5.787 0.718
C -3.239 -5.029 1.745
C -2.632 -3.813 2.037
H -1.579 -0.658 3.107
H -0.147 -3.785 -0.289
H -1.216 -5.950 -0.814
H -3.171 -6.733 0.463
H -4.105 -5.365 2.299
C -0.791 2.078 -1.607
C -1.826 2.018 -2.547
C -1.679 1.296 -3.757
C -2.719 1.195 -4.656
C -3.944 1.803 -4.391
C -4.115 2.514 -3.204
C -3.085 2.620 -2.295
H -0.931 2.520 -0.632
H 0.126 1.552 -1.849
H -0.734 0.803 -3.958
H -2.586 0.630 -5.570
H -4.759 1.718 -5.098
H -5.070 2.980 -2.991
H -3.226 3.157 -1.364
```